{"formula": "C4H7NO2", "method": "ωB97M-V/def2-TZVPD", "e_tot_ev": -9846.803, "smiles": "C[C@@H](C=O)C(N)=O", "multiplicity": 1, "e_homo_ev": -10.04, "total_charge": 0, "gap_ev": 10.70, "symbols": ["C", "C", "C", "O", "C", "O", "N", "H", "H", "H", "H", "H", "H", "H"], "xyz": [[1.125, -1.203, 0.034], [0.143, -0.117, -0.386], [-1.055, -0.702, -1.125], [-1.068, -1.809, -1.598], [-0.379, 0.641, 0.829], [-0.876, 0.055, 1.775], [-0.288, 1.998, 0.770], [0.645, -1.876, 0.748], [1.441, -1.785, -0.834], [2.007, -0.763, 0.509], [0.619, 0.581, -1.097], [-1.934, -0.029, -1.225], [0.218, 2.469, 0.039], [-0.599, 2.540, 1.563]], "forces_ev_per_a": [[0.1, -0.1, 0.0], [0.1, 0.0, -0.1], [0.0, -0.3, -0.2], [0.0, 0.5, 0.2], [-0.1, 0.0, 0.3], [0.2, 0.2, -0.4], [0.0, 0.1, 0.0], [0.1, 0.1, -0.1], [0.0, 0.1, 0.1], [-0.1, -0.1, -0.1], [-0.1, -0.1, 0.2], [0.1, -0.1, 0.0], [-0.1, -0.1, 0.1], [0.0, -0.2, -0.1]]}

***

{"formula": "C26H43F5N2O8P2S", "method": "ωB97M-V/def2-TZVPD", "e_tot_ev": -90017.221, "multiplicity": 1, "e_homo_ev": -6.90, "total_charge": 0, "gap_ev": 5.86, "symbols": ["C", "C", "C", "C", "O", "N", "C", "C", "C", "C", "C", "C", "C", "C", "P", "P", "O", "O", "O", "C", "O", "O", "S", "O", "O", "C", "F", "F", "C", "F", "F", "F", "H", "H", "H", "H", "H", "H", "H", "H", "H", "H", "H", "H", "H", "H", "H", "H", "H", "H", "H", "C", "C", "C", "C", "N", "C", "C", "C", "C", "C", "C", "C", "H", "H", "H", "H", "H", "H", "H", "H", "H", "H", "H", "H", "H", "H", "H", "H", "H", "H", "H", "H", "H", "H", "H", "H"], "xyz": [[-0.395, -0.542, 0.611], [-0.734, -0.534, 2.112], [0.283, 0.242, 2.951], [1.738, 0.025, 2.552], [2.270, 1.311, 2.188], [3.634, 1.418, 2.464], [3.897, 2.381, 3.527], [4.034, 1.729, 4.889], [5.277, 1.707, 5.528], [5.419, 1.082, 6.765], [4.341, 0.471, 7.400], [3.092, 0.522, 6.781], [2.947, 1.145, 5.545], [4.401, 1.637, 1.260], [3.671, 0.636, -0.156], [2.232, 1.864, -1.256], [1.010, 2.158, -0.516], [1.877, 0.886, -2.509], [2.892, 3.160, -1.895], [4.458, 3.124, 0.730], [3.391, 3.707, 0.922], [5.478, 3.500, 0.144], [6.067, 0.910, 1.533], [6.911, 1.032, 0.385], [6.644, 1.382, 2.762], [5.821, -0.944, 1.732], [5.895, -1.501, 0.519], [4.651, -1.262, 2.291], [6.957, -1.576, 2.605], [7.116, -2.849, 2.198], [6.615, -1.619, 3.878], [8.114, -0.970, 2.444], [-1.274, -0.321, 0.010], [-0.084, -1.555, 0.346], [0.435, 0.106, 0.366], [-0.912, -1.527, 2.516], [-1.691, -0.020, 2.227], [0.184, -0.087, 3.988], [0.081, 1.309, 2.965], [1.852, -0.620, 1.680], [2.336, -0.415, 3.343], [4.807, 2.939, 3.344], [3.061, 3.077, 3.588], [6.131, 2.171, 5.061], [6.396, 1.056, 7.227], [4.452, -0.034, 8.346], [2.214, 0.078, 7.227], [1.975, 1.176, 5.070], [4.822, 0.495, -0.957], [2.626, 0.286, -2.629], [3.840, 3.234, -1.703], [-4.950, -1.210, -0.011], [-4.013, -1.737, -1.097], [-3.633, -0.706, -2.167], [-4.743, -0.086, -3.000], [-5.223, -0.824, -4.232], [-5.532, -2.277, -4.010], [-6.810, -2.272, -3.198], [-7.615, -1.100, -3.786], [-6.598, -0.260, -4.568], [-4.354, -0.612, -5.449], [-2.903, -1.079, -5.350], [-1.916, 0.036, -4.987], [-5.874, -0.791, -0.418], [-5.232, -2.017, 0.664], [-4.460, -0.436, 0.580], [-4.443, -2.640, -1.536], [-3.088, -2.061, -0.617], [-2.856, -1.141, -2.792], [-3.147, 0.126, -1.649], [-4.424, 0.884, -3.382], [-5.616, 0.099, -2.376], [-5.697, -2.716, -4.994], [-4.687, -2.774, -3.546], [-6.601, -2.097, -2.143], [-7.337, -3.220, -3.264], [-8.102, -0.522, -3.003], [-8.397, -1.451, -4.455], [-6.608, 0.798, -4.319], [-6.741, -0.376, -5.639], [-4.408, 0.453, -5.681], [-4.854, -1.152, -6.251], [-2.619, -1.454, -6.334], [-2.806, -1.930, -4.677], [-1.793, 0.720, -5.826], [-0.936, -0.378, -4.753], [-2.236, 0.626, -4.129]], "forces_ev_per_a": [[-0.1, -1.2, 0.4], [-0.4, 1.0, -0.3], [0.2, -0.7, 0.5], [0.3, 0.2, -0.3], [-0.2, 0.1, 0.2], [0.9, -0.5, 0.0], [-0.7, 0.1, 0.9], [0.4, -0.2, 0.2], [-0.6, -0.2, 0.3], [0.0, -0.1, 0.1], [-0.3, 0.2, -0.6], [0.2, 0.1, -0.3], [0.2, 0.1, -0.1], [-0.2, -0.4, -0.5], [-0.5, -1.1, 0.7], [-0.1, 1.1, 0.2], [-0.3, -0.2, -0.1], [0.6, -0.1, 0.3], [0.2, -0.5, -0.4], [0.3, 1.1, 0.0], [-0.3, -0.2, 0.3], [0.3, -0.4, -0.3], [1.1, 1.1, -0.3], [-0.4, -0.6, -0.4], [-0.7, -0.2, 0.5], [0.4, 0.2, 0.5], [-0.1, -0.1, -0.3], [-0.2, -0.2, 0.0], [-0.3, -0.6, -0.5], [0.0, -0.2, 0.0], [0.0, 0.4, 0.4], [0.3, 0.3, 0.1], [0.0, 0.3, -0.2], [0.1, 0.0, -0.2], [-0.2, 0.4, -0.2], [0.3, -0.2, -0.1], [-0.1, 0.0, 0.1], [-0.1, 0.1, 0.1], [0.0, 0.1, -0.3], [-0.1, -0.2, 0.0], [0.1, 0.1, 0.2], [0.1, 0.1, -0.3], [0.0, 0.2, -0.3], [0.1, 0.0, -0.1], [0.0, 0.0, 0.1], [0.1, 0.0, 0.1], [0.0, -0.1, 0.2], [-0.1, 0.0, 0.0], [-0.1, 0.6, -0.3], [-0.1, -0.1, -0.4], [0.1, 0.3, 0.2], [0.1, 0.0, -0.1], [-0.2, 0.0, 0.1], [0.3, -0.3, 0.2], [0.2, 0.1, 0.2], [-0.5, 0.1, -0.5], [0.2, -0.1, 0.1], [-0.1, 0.1, 0.2], [0.0, 0.1, 0.1], [-0.1, -0.1, 0.1], [0.3, -0.2, 0.0], [0.2, 0.3, 0.0], [0.0, -0.1, 0.0], [0.0, 0.0, 0.0], [0.0, 0.0, 0.0], [0.0, 0.0, 0.0], [0.0, 0.0, 0.0], [0.0, 0.0, -0.1], [0.0, 0.1, -0.1], [0.0, 0.1, -0.1], [0.0, 0.0, 0.0], [-0.1, -0.1, 0.0], [0.0, 0.1, 0.0], [0.0, 0.0, 0.0], [0.1, 0.0, 0.0], [0.0, 0.0, -0.1], [0.0, 0.0, 0.0], [0.0, 0.0, 0.0], [0.1, 0.0, -0.1], [0.1, 0.0, 0.0], [0.0, 0.0, 0.0], [-0.1, 0.0, 0.1], [-0.1, -0.1, 0.0], [-0.1, 0.0, 0.0], [0.0, 0.0, 0.0], [0.0, 0.0, 0.0], [0.0, 0.0, 0.0]]}

***

{"formula": "C18H20Cl5F5NO2PdSiTe", "method": "ωB97M-V/def2-TZVPD", "e_tot_ev": -119431.343, "multiplicity": 1, "e_homo_ev": -4.48, "total_charge": -1, "gap_ev": 6.78, "symbols": ["Pd", "Cl", "C", "C", "C", "Cl", "C", "Cl", "C", "Cl", "C", "Cl", "C", "Si", "C", "C", "N", "C", "C", "C", "C", "C", "C", "H", "H", "H", "H", "H", "H", "H", "H", "H", "H", "H", "H", "H", "H", "F", "Te", "F", "F", "F", "F", "O", "C", "C", "C", "O", "H", "H", "H", "H", "H", "H"], "xyz": [[-0.042, -0.117, -0.115], [0.733, -2.971, -1.782], [0.190, -3.122, -0.147], [-0.161, -1.979, 0.569], [-0.651, -2.190, 1.858], [-1.118, -0.823, 2.820], [-0.751, -3.456, 2.431], [-1.330, -3.656, 4.045], [-0.369, -4.572, 1.696], [-0.484, -6.150, 2.385], [0.095, -4.405, 0.396], [0.539, -5.791, -0.532], [1.733, 1.420, 2.331], [2.634, 0.013, 1.478], [2.551, -1.529, 2.571], [4.439, 0.556, 1.409], [1.964, -0.243, -0.085], [2.633, -0.361, -1.285], [3.880, -1.009, -1.366], [4.551, -1.150, -2.569], [4.005, -0.672, -3.752], [2.768, -0.037, -3.693], [2.100, 0.124, -2.493], [2.023, 1.477, 3.385], [0.648, 1.322, 2.282], [1.996, 2.364, 1.847], [3.463, -1.624, 3.167], [2.457, -2.431, 1.959], [1.705, -1.503, 3.262], [4.674, 1.058, 2.352], [4.608, 1.265, 0.596], [5.142, -0.270, 1.290], [4.303, -1.444, -0.468], [5.507, -1.664, -2.581], [4.525, -0.792, -4.694], [2.317, 0.353, -4.599], [1.154, 0.650, -2.471], [-2.107, 2.545, 0.456], [-1.165, 3.040, -1.088], [-1.951, 1.734, -2.218], [-0.677, 4.616, -0.219], [-2.758, 3.937, -1.495], [-0.488, 3.843, -2.631], [0.256, 2.010, -0.707], [-2.377, -1.036, -2.320], [-2.892, -0.477, -1.037], [-4.372, -0.288, -0.879], [-2.169, -0.132, -0.117], [-2.776, -2.045, -2.456], [-1.290, -1.057, -2.335], [-2.748, -0.418, -3.141], [-4.945, -0.879, -1.591], [-4.575, 0.772, -1.054], [-4.664, -0.518, 0.143]], "forces_ev_per_a": [[0.3, 0.0, -0.1], [0.0, 0.1, 0.0], [-0.1, 0.0, 0.0], [0.0, 0.0, 0.0], [0.1, 0.0, 0.0], [0.0, 0.0, 0.0], [0.0, 0.0, 0.0], [0.0, 0.0, 0.0], [0.0, 0.0, 0.0], [0.0, 0.0, 0.0], [0.0, 0.0, 0.0], [0.0, 0.0, 0.0], [0.0, 0.0, 0.0], [0.0, 0.0, 0.0], [0.0, 0.0, 0.0], [0.0, 0.0, 0.0], [-0.2, 0.1, 0.1], [0.0, -0.1, 0.0], [0.0, 0.0, 0.0], [0.0, 0.0, 0.0], [0.0, 0.0, 0.0], [0.0, 0.0, 0.0], [0.0, 0.0, 0.0], [0.0, 0.0, 0.0], [0.0, 0.0, 0.0], [0.0, 0.0, 0.0], [0.0, 0.0, 0.0], [0.0, 0.0, 0.0], [0.0, 0.0, 0.0], [0.0, 0.0, 0.0], [0.0, 0.0, 0.0], [0.0, 0.0, 0.0], [0.0, 0.0, 0.0], [0.0, 0.0, 0.0], [0.0, 0.0, 0.0], [0.0, 0.0, 0.0], [0.0, 0.0, 0.0], [-0.1, 0.0, -0.1], [-0.1, 0.1, -0.1], [-0.1, 0.1, 0.1], [0.1, -0.1, 0.1], [0.1, 0.1, 0.0], [0.0, -0.1, -0.1], [-0.2, -0.1, 0.0], [0.0, 0.0, -0.1], [0.0, 0.0, -0.1], [0.0, 0.0, 0.0], [0.0, 0.0, 0.1], [0.0, 0.0, 0.0], [0.0, 0.0, 0.0], [0.0, 0.0, 0.0], [0.0, 0.0, 0.0], [0.0, 0.0, 0.0], [0.0, 0.0, 0.0]]}

***

{"formula": "C21H41IN8O7P2PtS", "method": "ωB97M-V/def2-TZVPD", "e_tot_ev": -89443.838, "multiplicity": 1, "e_homo_ev": -14.06, "total_charge": 2, "gap_ev": 7.78, "symbols": ["Pt", "C", "N", "C", "P", "O", "O", "P", "O", "N", "C", "C", "N", "C", "C", "N", "C", "C", "H", "H", "H", "H", "H", "H", "H", "H", "H", "H", "H", "H", "H", "H", "H", "H", "H", "H", "H", "H", "H", "H", "H", "H", "I", "C", "C", "C", "C", "C", "N", "H", "H", "H", "H", "C", "C", "S", "O", "O", "C", "C", "N", "C", "N", "C", "C", "N", "O", "O", "C", "H", "H", "H", "H", "H", "H", "H", "H", "H", "H", "H", "H", "H"], "xyz": [[1.214, 0.055, 0.176], [0.330, -3.718, 4.046], [1.090, -2.468, 3.914], [2.534, -2.578, 4.185], [0.477, -1.049, 3.445], [1.407, -0.149, 2.721], [-0.727, -1.513, 2.378], [-0.399, -2.075, 0.933], [1.059, -2.190, 0.600], [-1.187, -3.481, 0.864], [-0.798, -4.492, -0.151], [-2.561, -3.622, 1.377], [-0.959, -0.807, -0.058], [-2.223, -0.129, 0.323], [-0.962, -1.216, -1.502], [-0.328, -0.308, 4.632], [-1.104, -1.038, 5.638], [-0.493, 1.156, 4.632], [0.483, -4.144, 5.038], [0.667, -4.448, 3.306], [-0.734, -3.551, 3.904], [2.706, -2.895, 5.213], [3.023, -1.619, 4.026], [2.981, -3.313, 3.513], [0.239, -4.356, -0.446], [-1.439, -4.443, -1.034], [-0.899, -5.485, 0.288], [-2.789, -2.836, 2.095], [-2.656, -4.582, 1.879], [-3.291, -3.587, 0.566], [-2.191, 0.179, 1.362], [-3.071, -0.801, 0.173], [-2.356, 0.743, -0.313], [-0.052, -1.762, -1.740], [-1.030, -0.329, -2.122], [-1.827, -1.853, -1.707], [-0.691, -2.031, 5.800], [-2.156, -1.132, 5.353], [-1.056, -0.498, 6.582], [0.194, 1.609, 3.921], [-0.267, 1.546, 5.625], [-1.520, 1.446, 4.377], [3.489, 2.209, 1.123], [4.212, 0.561, 0.096], [5.562, 0.375, -0.115], [5.963, -0.777, -0.775], [5.011, -1.694, -1.197], [3.682, -1.432, -0.960], [3.281, -0.317, -0.329], [6.277, 1.104, 0.236], [7.015, -0.959, -0.953], [5.296, -2.608, -1.700], [2.901, -2.117, -1.265], [-2.865, 1.391, -6.069], [-3.360, 2.478, -5.112], [-2.357, 2.631, -3.651], [-1.777, 1.343, -3.310], [-3.105, 3.329, -2.637], [-0.995, 3.669, -4.158], [-0.220, 4.318, -2.989], [-0.038, 3.492, -1.766], [0.710, 2.377, -1.726], [0.533, 1.784, -0.548], [-0.340, 2.532, 0.202], [-0.702, 3.581, -0.547], [-1.615, 4.625, -0.119], [-2.311, 4.343, 0.836], [-1.605, 5.682, -0.723], [1.588, 1.893, -2.819], [-3.571, 1.282, -6.891], [-2.784, 0.436, -5.554], [-1.890, 1.637, -6.495], [-4.352, 2.269, -4.704], [-3.372, 3.472, -5.568], [-1.417, 4.463, -4.776], [-0.353, 3.028, -4.764], [-0.712, 5.219, -2.668], [0.770, 4.573, -3.352], [-0.625, 2.293, 1.213], [2.273, 2.673, -3.152], [0.996, 1.557, -3.674], [2.165, 1.051, -2.452]], "forces_ev_per_a": [[-1.6, -2.8, -1.4], [0.2, 0.2, -0.1], [0.1, -0.5, 0.0], [-0.2, 0.0, 0.0], [0.3, 0.4, -0.1], [-0.2, -0.1, 0.4], [0.0, -0.1, -0.3], [-0.2, -0.3, 1.1], [0.4, 0.7, -0.2], [-0.1, -0.2, -0.7], [-0.1, 0.1, 0.2], [0.1, 0.0, 0.0], [0.7, 0.5, 0.0], [0.1, 0.0, -0.1], [-0.2, 0.0, 0.1], [-0.1, 0.3, 0.3], [0.0, 0.1, -0.1], [-0.2, -0.2, -0.1], [0.0, 0.0, 0.1], [0.0, 0.0, 0.0], [0.0, 0.0, 0.0], [0.0, 0.0, 0.0], [-0.1, 0.0, 0.0], [0.0, 0.0, 0.0], [0.0, 0.1, 0.1], [0.0, 0.1, 0.0], [0.0, 0.0, 0.1], [0.0, 0.0, 0.0], [0.0, -0.1, 0.0], [0.0, 0.0, 0.0], [0.1, 0.0, 0.1], [0.0, 0.0, 0.0], [0.0, 0.0, -0.1], [0.1, 0.0, 0.1], [0.0, 0.1, 0.0], [0.0, 0.0, 0.1], [0.0, 0.0, 0.0], [0.0, 0.0, 0.0], [0.0, 0.0, 0.0], [0.0, -0.1, 0.0], [0.0, -0.1, 0.0], [0.1, -0.1, 0.0], [0.5, 0.3, 0.1], [-0.4, 0.0, 0.0], [0.1, -0.2, -0.1], [0.1, 0.0, 0.0], [0.2, 0.0, 0.0], [-0.4, 0.0, 0.0], [-0.1, 1.2, 0.4], [0.0, 0.0, 0.0], [0.0, 0.0, 0.0], [0.0, 0.0, 0.0], [0.0, 0.0, 0.0], [0.0, 0.2, 0.1], [0.2, -0.2, -0.1], [0.0, 0.1, 0.3], [0.0, 0.0, 0.0], [0.2, 0.0, 0.0], [0.2, -0.1, 0.2], [-0.1, -0.3, 0.1], [-0.4, 0.2, -0.4], [-0.1, -0.1, 0.2], [0.9, 0.0, 0.1], [0.3, -0.4, 0.2], [-0.2, 0.5, -0.6], [-0.2, 0.2, -0.1], [0.3, 0.1, -0.3], [0.1, -0.4, 0.2], [-0.1, 0.0, 0.0], [0.0, 0.0, 0.0], [0.0, 0.0, 0.0], [-0.1, 0.0, 0.0], [0.0, 0.0, -0.1], [-0.1, -0.1, 0.1], [0.2, 0.0, 0.0], [0.0, 0.1, -0.1], [-0.1, 0.2, 0.1], [0.1, 0.1, 0.0], [0.1, 0.0, -0.1], [0.0, 0.0, 0.0], [0.0, 0.0, 0.1], [0.1, -0.1, 0.0]]}